Arrangement w

Below is a cluster of 2 separate species, C5H9O in total, with properties calculated with the ωB97M-V functional and the def2-TZVPD basis.

Each line ends with the natural charge from an NBO analysis.
CARTESIAN COORDINATES (ANGSTROEM)
C: -1.7049 -0.6626 0.8793  -0.213
C: 2.1349 -0.1782 1.1448  0.207
C: -0.5518 -0.8351 0.4252  -0.386
C: -0.1913 1.3492 -1.1193  -0.709
C: 0.2023 0.1129 -0.3530  0.509
O: 1.5026 0.3356 0.1187  -0.384
H: -2.2249 -1.2765 1.6145  0.246
H: -2.2054 0.3041 0.6832  0.208
H: 3.2096 0.0052 1.3100  0.220
H: 1.6972 -0.7377 1.8844  0.180
H: -0.0229 -1.7753 0.5425  0.239
H: 0.7614 1.9123 -1.1301  0.268
H: -0.9075 1.9068 -0.5138  0.264
H: -0.7712 1.1888 -2.0331  0.281
H: 0.9525 -1.2657 -2.1461  0.072

Summary:
Net charge: +1
E_HOMO (spin up / spin down) (eV): -13.5 / -15.1
LUMO (spin up / spin down) (eV): -6.1 / -6.2

Arrangement x

Below is a cluster of 2 separate species, C5H9O in total, with properties calculated with the ωB97M-V functional and the def2-TZVPD basis.

Each line ends with the natural charge from an NBO analysis.
CARTESIAN COORDINATES (ANGSTROEM)
C: -0.3213 1.9989 1.6559  -0.448
C: -0.8558 -0.2222 -0.1514  0.384
C: 0.4168 1.1140 1.1348  0.271
C: 1.7906 0.7422 0.8165  -0.740
C: -0.9230 -1.9027 -1.7799  -0.318
O: -0.2468 -0.9784 -0.9141  -0.383
H: 0.1676 2.6844 2.2204  0.263
H: -1.4333 1.8959 1.4971  0.271
H: -2.0308 -0.2999 -0.1448  0.166
H: 2.4886 1.5020 1.4151  0.297
H: 1.9511 -0.2864 0.8998  0.256
H: 2.1370 0.9590 -0.2990  0.269
H: -0.5193 -1.8984 -2.8139  0.252
H: -0.7023 -2.9055 -1.6032  0.235
H: -2.0332 -1.9962 -1.6299  0.225

Summary:
Net charge: +1
E_HOMO (eV): -14.9
LUMO (eV): -4.8

Ranking the structures above by stability puts arrangement x first and arrangement w last.